{
  "formula": "C31H32BaN7O2S",
  "method": "wB97M-V/def2-TZVPD",
  "mol_weight_g_mol": 704.0,
  "lumo_ha": -0.095,
  "total_charge": 1,
  "e_above_lowest_kj_mol": 7.1,
  "elements": ["Ba", "S", "O", "O", "N", "N", "N", "N", "N", "N", "N", "C", "C", "C", "C", "C", "C", "C", "C", "C", "C", "C", "C", "C", "C", "C", "C", "C", "C", "C", "C", "C", "C", "C", "C", "C", "C", "C", "C", "C", "C", "C", "H", "H", "H", "H", "H", "H", "H", "H", "H", "H", "H", "H", "H", "H", "H", "H", "H", "H", "H", "H", "H", "H", "H", "H", "H", "H", "H", "H", "H", "H", "H", "H"],
  "coordinates": [[0.632, -0.445, -0.139], [0.812, 2.435, -1.687], [0.367, -2.442, 1.733], [-0.299, -2.193, -1.992], [0.163, 3.528, -3.987], [3.304, -0.758, -1.107], [3.088, -0.342, 1.125], [0.742, 0.256, 2.477], [-2.497, -2.703, -2.074], [-2.270, 0.074, -0.663], [3.685, -0.229, 2.233], [2.057, 0.954, 5.839], [0.026, 2.438, -3.179], [-2.619, 1.360, -0.642], [-0.411, 3.681, -5.205], [1.196, 0.878, 4.781], [3.861, 0.187, 4.497], [1.607, 0.415, 3.492], [-4.586, -0.504, -0.595], [0.644, -3.706, 2.331], [-2.953, 0.553, 2.786], [-3.244, -0.844, -0.641], [-1.389, 1.541, -4.932], [-1.201, 2.700, -5.714], [3.003, 0.094, 3.371], [6.063, -0.905, -1.033], [3.967, -0.597, 0.041], [5.358, -0.663, 0.127], [-1.272, -2.611, -2.622], [-0.797, 1.410, -3.709], [4.004, -0.989, -2.220], [-0.549, 0.812, 2.616], [3.416, 0.597, 5.717], [-4.940, 0.838, -0.587], [-2.808, -2.290, -0.710], [-1.134, -3.062, -4.050], [-1.679, -0.002, 2.728], [-2.007, 2.747, 2.599], [-3.124, 1.926, 2.729], [5.381, -1.071, -2.234], [-3.937, 1.789, -0.612], [-0.739, 2.198, 2.535], [0.134, 2.834, 2.445], [-4.160, 2.846, -0.592], [-0.195, 4.609, -5.712], [4.897, -0.075, 4.331], [0.602, -1.715, 2.348], [5.908, -1.258, -3.158], [5.842, -0.522, 1.081], [-5.342, -1.278, -0.568], [-1.547, -1.075, 2.804], [-4.115, 2.356, 2.786], [-2.015, 0.742, -5.308], [-2.129, 3.822, 2.553], [-1.925, -2.452, -0.092], [4.083, 0.662, 6.564], [-5.981, 1.130, -0.554], [-0.481, -3.934, -4.068], [-2.083, -3.318, -4.517], [0.023, -3.869, 3.213], [-0.946, 0.524, -3.107], [0.420, -4.475, 1.595], [1.678, 1.291, 6.796], [3.431, -1.113, -3.132], [1.695, -3.785, 2.613], [0.158, 1.145, 4.925], [-1.661, 2.818, -6.682], [0.750, 4.266, -3.619], [-1.805, 2.078, -0.648], [-3.599, -2.939, -0.338], [-0.642, -2.276, -4.621], [7.143, -0.962, -1.008], [-3.249, -3.035, -2.653], [-3.815, -0.095, 2.893]],
  "mulliken_charge": [1.52, -0.45, -0.12, -0.60, 0.04, 0.18, 0.88, 0.09, -0.05, 0.59, -0.69, -0.66, 0.24, -0.19, -0.22, -0.57, -0.27, 0.61, -0.80, -0.89, -0.70, 0.86, -0.14, -0.80, -0.39, -0.45, -0.09, -0.60, 0.54, -0.19, -0.49, -0.54, -0.86, -0.45, -1.17, -1.20, 0.07, -0.88, -0.49, -0.63, -1.05, 0.10, 0.58, 0.50, 0.42, 0.47, 0.22, 0.40, 0.46, 0.49, 0.41, 0.45, 0.44, 0.40, -0.12, 0.38, 0.43, 0.32, 0.37, 0.30, 0.23, 0.27, 0.40, 0.38, 0.29, 0.40, 0.42, 0.25, 0.35, 0.61, 0.29, 0.42, 0.26, 0.45]
}

{
  "formula": "C31H32BeN2OSi",
  "method": "wB97M-V/def2-TZVPD",
  "mol_weight_g_mol": 485.7,
  "lumo_ha": [0.021, -0.006],
  "elements": ["Si", "O", "N", "N", "C", "C", "C", "C", "C", "C", "C", "C", "C", "C", "C", "C", "C", "C", "C", "C", "C", "C", "C", "C", "C", "C", "C", "C", "C", "C", "C", "C", "C", "C", "C", "Be", "H", "H", "H", "H", "H", "H", "H", "H", "H", "H", "H", "H", "H", "H", "H", "H", "H", "H", "H", "H", "H", "H", "H", "H", "H", "H", "H", "H", "H", "H", "H", "H"],
  "coordinates": [[0.036, 1.425, 1.190], [-0.083, 0.117, 0.231], [-1.332, -2.293, -0.508], [0.867, -2.555, 0.612], [4.076, 1.155, 3.511], [-0.353, -0.135, -4.610], [-3.819, 1.638, 3.810], [1.617, 1.355, 2.163], [-0.343, 5.359, -0.060], [-0.946, -3.603, -0.440], [3.919, 2.070, 2.466], [-1.716, -4.623, -1.004], [-2.574, 1.846, 4.410], [2.870, -3.652, 1.316], [-3.892, 1.362, 2.440], [-2.721, 1.294, 1.676], [-1.473, 1.507, 2.275], [0.267, 4.061, -2.009], [-0.564, -1.486, -5.259], [2.113, -2.499, 1.135], [2.694, 2.171, 1.796], [1.775, 0.443, 3.215], [1.052, -4.950, 0.392], [0.306, 2.900, -1.226], [-3.244, -2.934, -1.794], [-1.401, 1.786, 3.644], [0.348, -3.757, 0.215], [-2.463, -1.961, -1.174], [1.489, 0.146, -4.223], [-0.299, 4.199, 0.724], [2.999, 0.346, 3.887], [-0.063, 5.292, -1.428], [2.334, -4.889, 0.945], [-2.873, -4.279, -1.710], [0.031, 2.967, 0.143], [-0.202, -1.356, 0.237], [0.642, 0.451, -5.013], [1.892, -0.839, -4.421], [4.748, 2.712, 2.167], [0.942, -0.201, 3.511], [-4.733, 1.684, 4.407], [-1.363, -5.644, -0.898], [-1.202, -1.398, -6.141], [0.486, 4.000, -3.076], [-4.145, -2.631, -2.326], [-1.039, 0.603, -5.058], [3.106, -0.367, 4.705], [0.543, 1.938, -1.688], [-1.077, -2.183, -4.590], [-0.431, 1.967, 4.114], [3.863, -3.568, 1.757], [-4.857, 1.201, 1.959], [-2.506, 2.062, 5.477], [-2.788, 1.092, 0.602], [-3.478, -5.055, -2.174], [5.032, 1.075, 4.032], [0.575, -5.873, 0.074], [0.372, -1.958, -5.566], [-0.529, 4.255, 1.791], [-0.100, 6.195, -2.041], [2.479, -1.503, 1.386], [2.574, 2.887, 0.980], [-0.598, 6.312, 0.405], [2.911, -5.803, 1.072], [-0.571, -0.178, -3.544], [-2.703, -0.897, -1.208], [2.225, 0.909, -4.521], [1.298, 0.287, -3.159]],
  "mulliken_charge": [-0.87, 1.27, 0.30, 0.14, -0.55, -0.09, -0.46, 0.63, -0.69, 0.49, -0.61, -0.85, -0.62, -0.89, -0.67, -0.25, 0.35, -0.45, -1.04, 0.22, -0.50, -0.03, -0.87, -0.45, -0.87, 0.03, 0.40, 0.27, -1.09, -0.05, -0.59, -0.42, -0.39, -0.41, 0.07, -1.54, 0.31, 0.37, 0.39, 0.42, 0.36, 0.34, 0.30, 0.40, 0.37, 0.58, 0.41, 0.50, 0.21, 0.38, 0.39, 0.38, 0.39, 0.28, 0.43, 0.38, 0.33, 0.34, 0.37, 0.36, 0.45, 0.34, 0.37, 0.42, -0.27, 0.42, 0.40, 0.02]
}

{
  "formula": "C31H32BrF4GeO5PPdSe",
  "method": "wB97M-V/def2-TZVPD",
  "mol_weight_g_mol": 929.5,
  "lumo_ha": [-0.287, -0.287],
  "total_charge": 2,
  "e_above_lowest_kj_mol": 152.8,
  "elements": ["Pd", "Br", "Se", "Ge", "P", "F", "F", "F", "F", "O", "O", "O", "O", "O", "C", "C", "C", "C", "C", "C", "C", "C", "C", "C", "C", "C", "C", "C", "C", "C", "C", "C", "C", "C", "C", "C", "C", "C", "C", "C", "C", "C", "C", "C", "C", "H", "H", "H", "H", "H", "H", "H", "H", "H", "H", "H", "H", "H", "H", "H", "H", "H", "H", "H", "H", "H", "H", "H", "H", "H", "H", "H", "H", "H", "H", "H", "H"],
  "coordinates": [[-0.085, -0.103, -0.919], [0.744, 1.697, -2.423], [-1.327, 1.939, 0.588], [-0.206, 4.101, 2.896], [-1.373, -0.830, -2.533], [0.288, 3.529, -4.731], [-1.500, 3.339, -6.750], [-3.197, 1.231, -6.867], [-3.119, -0.667, -4.996], [1.496, -1.006, 4.096], [-0.213, -3.464, 1.590], [2.445, -0.860, -0.449], [0.756, 0.050, 2.173], [-0.685, -1.817, 0.102], [-0.761, -3.518, -2.666], [2.566, -2.631, 0.968], [0.826, -3.242, -4.940], [-3.722, -2.228, -2.658], [-0.107, -4.618, -3.192], [-0.545, 1.540, -3.796], [-3.008, -1.247, -1.953], [-0.626, -2.269, -3.284], [-1.440, 2.614, 2.436], [3.431, -2.554, -1.707], [-3.587, -0.622, -0.849], [-2.298, 0.368, -4.882], [-5.005, -2.559, -2.263], [-5.580, -1.927, -1.168], [-0.073, -2.677, 0.731], [-0.929, 4.958, 4.482], [1.517, 3.245, 3.230], [1.126, -0.471, 3.147], [3.355, -1.486, 0.463], [-0.083, 5.335, 1.393], [-0.557, 2.512, -4.771], [-4.872, -0.964, -0.464], [0.175, -2.134, -4.421], [-2.341, 1.339, -5.875], [4.355, -2.220, -0.513], [-1.414, 0.454, -3.812], [-1.471, 2.417, -5.819], [0.686, -4.479, -4.327], [2.087, -2.053, -1.173], [-2.552, 3.155, -0.297], [1.666, -2.971, -0.023], [3.798, -0.780, 1.155], [-2.492, 2.969, -1.368], [-3.289, -2.721, -3.516], [4.834, -3.086, -0.060], [-2.492, 2.858, 2.589], [2.304, 3.974, 3.419], [3.408, -3.613, -1.957], [2.745, -3.171, 1.889], [-0.229, -5.588, -2.730], [0.069, 4.791, 0.459], [-1.238, 1.736, 3.050], [3.718, -1.994, -2.595], [-5.557, -3.310, -2.811], [-3.565, 2.970, 0.051], [-1.390, -3.631, -1.792], [1.810, 2.653, 2.360], [-5.316, -0.483, 0.396], [0.760, 6.013, 1.525], [-3.035, 0.108, -0.271], [-0.984, 5.942, 1.307], [-0.294, 5.765, 4.845], [1.433, -3.142, -5.829], [5.133, -1.503, -0.769], [-6.583, -2.193, -0.862], [1.495, -4.036, -0.168], [-2.256, 4.182, -0.095], [1.186, -5.344, -4.742], [1.455, 2.590, 4.101], [-1.910, 5.377, 4.258], [1.312, -1.835, -1.896], [0.291, -1.174, -4.908], [-1.042, 4.234, 5.290]],
  "mulliken_charge": [0.95, -0.05, 0.12, 0.58, 1.43, -0.29, -0.24, -0.25, -0.29, -0.39, -0.48, -0.46, -0.59, -0.66, -0.39, -0.95, -0.94, -0.47, -0.93, -0.04, 1.00, 0.41, -1.08, -0.50, -0.28, 0.65, -0.90, -0.59, 0.33, -1.16, -1.05, 0.80, 0.00, -1.13, 0.35, -0.88, -0.03, 0.21, -0.93, -0.68, 0.60, -0.57, 0.26, -0.97, 0.17, 0.63, 0.21, 0.50, 0.40, 0.51, 0.42, 0.39, 0.41, 0.52, 0.26, 0.37, 0.40, 0.46, 0.38, 0.60, 0.19, 0.48, 0.41, 0.23, 0.33, 0.38, 0.49, 0.37, 0.44, 0.65, 0.34, 0.47, 0.32, 0.36, -0.44, 0.48, 0.37]
}

{
  "formula": "C31H32N10O3S2W",
  "method": "wB97M-V/def2-TZVPD",
  "mol_weight_g_mol": 840.6,
  "lumo_ha": [-0.225, -0.233],
  "total_charge": 2,
  "e_above_lowest_kj_mol": 121.2,
  "spin_multiplicity": 3,
  "elements": ["W", "S", "S", "O", "O", "O", "N", "N", "N", "N", "N", "N", "N", "N", "N", "N", "C", "C", "C", "C", "C", "C", "C", "C", "C", "C", "C", "C", "C", "C", "C", "C", "C", "C", "C", "C", "C", "C", "C", "C", "C", "C", "C", "C", "C", "C", "C", "H", "H", "H", "H", "H", "H", "H", "H", "H", "H", "H", "H", "H", "H", "H", "H", "H", "H", "H", "H", "H", "H", "H", "H", "H", "H", "H", "H", "H", "H", "H", "H"],
  "coordinates": [[-0.044, -0.043, -0.670], [1.332, 0.725, -2.414], [-1.526, 1.943, -1.544], [1.169, 5.293, 4.180], [-1.413, 0.531, 0.862], [-0.337, -3.783, 0.581], [-0.696, 4.001, 4.185], [1.935, 0.266, 0.549], [0.619, 2.738, 0.323], [-1.918, -0.071, -3.210], [-1.174, -0.839, -2.361], [0.914, -1.970, -1.216], [-1.970, -3.205, 2.040], [-3.876, -0.692, -0.961], [-2.889, 1.905, -3.802], [-1.012, -1.588, 0.632], [-1.833, -2.781, -3.688], [5.367, 1.370, -0.417], [4.269, 0.974, 0.377], [-2.683, -0.951, 2.256], [1.030, 3.719, -0.481], [0.535, -4.021, -2.378], [2.042, -2.478, -0.728], [3.010, 0.713, -0.209], [3.332, 0.399, 2.498], [3.971, 1.266, -2.356], [-4.886, -0.157, -0.846], [-2.005, -4.599, 2.493], [0.550, 4.310, 2.125], [1.726, -4.534, -1.885], [4.398, 0.823, 1.772], [1.007, 5.317, 1.283], [-6.168, 0.518, -0.701], [2.491, -3.749, -1.052], [0.154, -2.739, -2.034], [-1.043, -2.905, 1.031], [2.107, 0.109, 1.859], [-1.006, -2.087, -2.658], [1.017, -0.441, 2.725], [-2.141, 1.231, -2.926], [1.236, 5.020, -0.047], [0.374, 4.600, 3.588], [-2.749, -2.260, 2.608], [2.881, 0.891, -1.606], [0.370, 3.042, 1.597], [-1.742, -0.651, 1.253], [5.223, 1.501, -1.767], [6.317, 1.558, 0.067], [-2.267, -0.499, -4.053], [6.059, 1.791, -2.388], [0.917, -1.517, 2.567], [-3.182, 1.516, -4.684], [2.606, -1.852, -0.056], [-1.886, -3.846, -3.484], [0.035, 2.227, 2.229], [2.041, -5.532, -2.156], [1.215, 3.438, -1.513], [-2.856, -2.403, -3.669], [1.177, 6.309, 1.683], [-0.882, 4.260, 5.142], [-1.033, -4.884, 2.889], [-2.247, -5.252, 1.659], [-6.163, 1.449, -1.266], [-6.351, 0.742, 0.348], [-3.424, -2.615, 3.376], [3.397, 0.274, 3.569], [-0.077, -4.624, -3.031], [-2.991, 2.899, -3.680], [1.584, 5.774, -0.739], [3.426, -4.097, -0.638], [-1.414, -2.661, -4.692], [3.854, 1.397, -3.424], [-6.967, -0.121, -1.071], [-2.761, -4.691, 3.267], [5.347, 1.041, 2.245], [0.066, 0.040, 2.528], [-3.286, -0.189, 2.718], [1.263, -0.281, 3.772], [-1.470, 3.686, 3.627]],
  "lowdin_spin": [1.62, 0.01, 0.04, 0.00, 0.03, 0.01, 0.00, 0.02, 0.06, 0.00, 0.00, 0.02, 0.00, 0.00, 0.00, 0.01, 0.01, 0.00, 0.00, 0.00, 0.00, 0.01, 0.01, 0.00, 0.00, 0.00, 0.00, 0.00, 0.00, 0.00, 0.01, 0.00, 0.00, 0.01, 0.00, 0.00, 0.01, 0.06, 0.00, 0.00, 0.00, 0.00, 0.02, 0.01, 0.00, 0.02, 0.00, 0.00, 0.00, 0.00, 0.00, 0.00, 0.00, 0.00, 0.00, 0.00, 0.00, 0.00, 0.00, 0.00, 0.00, 0.00, 0.00, 0.00, 0.00, 0.00, 0.00, 0.00, 0.00, 0.00, 0.00, 0.00, 0.00, 0.00, 0.00, 0.00, 0.00, 0.00, 0.00]
}